Record 1
Below is a 2-piece molecular cluster, C12H29Cl2N4O2PS4 overall in a non-equilibrium geometry, with properties calculated with ωB97M-V/def2-TZVPD.

XYZ file:
```
54
Properties=species:S:1:pos:R:3:lowdin_charge:R:1
C 4.8472 -1.8746 -1.3998 -0.050
C 4.2206 -0.5905 -1.9545 -0.243
O 2.8070 -0.7192 -1.9540 -0.203
C 2.1060 0.4822 -1.7100 -0.265
C 0.7560 0.2608 -1.0114 -0.601
S 0.0346 -1.2915 -1.7180 0.892
C -0.2144 1.4261 -1.4678 -1.016
S -0.7091 1.1541 -3.2447 0.759
S 0.5792 3.0985 -1.5459 0.782
N -1.4168 1.2938 -0.7419 -0.073
C -1.4239 1.1847 0.7034 -0.303
C -1.2445 2.6335 1.2999 -0.272
N -1.9440 3.6075 0.4159 -0.008
C -0.4535 0.1396 1.2680 -0.437
C -1.0290 -1.2950 1.4072 -0.500
S -2.7700 -1.5145 1.9029 0.771
C -3.5584 -1.3425 0.2631 -0.522
C -3.9511 -2.6689 -0.3535 -0.186
P -0.1770 0.8214 3.0853 0.665
O -1.7003 0.7480 3.6622 -0.350
Cl 0.7302 -0.7534 4.0964 0.311
N 0.8929 0.1160 0.4824 -0.207
C 1.6897 -1.0960 0.8319 -0.027
N 1.6659 1.2157 1.0551 0.099
H 4.1099 -2.4252 -0.8342 0.071
H 5.3119 -2.4678 -2.1732 0.073
H 5.6403 -1.5991 -0.7151 0.073
H 4.5921 -0.4290 -2.9639 0.122
H 4.5688 0.2402 -1.3443 0.113
H 1.9198 0.9501 -2.6718 0.098
H 2.7154 1.1912 -1.1649 0.097
H 0.7745 -1.4417 -2.8226 -0.074
H -1.8735 0.5141 -3.0749 -0.101
H 0.8171 3.2285 -2.8570 -0.133
H -2.2147 1.7649 -1.1281 0.114
H -2.4314 0.9341 1.0012 0.117
H -1.7474 2.7185 2.2520 0.087
H -0.2135 2.9506 1.3599 0.072
H -2.9411 3.5602 0.6092 0.081
H -1.6807 4.5218 0.7682 0.075
H -0.8917 -1.9012 0.5221 0.020
H -0.4750 -1.8227 2.1718 0.016
H -2.8026 -0.9091 -0.3861 0.031
H -4.3705 -0.6282 0.3108 0.072
H -3.0403 -3.2055 -0.6016 0.063
H -4.4512 -2.4669 -1.2979 0.068
H -4.5327 -3.2739 0.3274 -0.026
H -1.9114 -0.1808 3.8794 0.021
H 1.2730 -1.9981 0.4246 0.079
H 2.6889 -0.9856 0.4487 0.094
H 1.7583 -1.1960 1.9065 0.042
H 1.7833 1.9809 0.4019 0.050
H 2.5267 0.8801 1.4587 0.112
Cl -4.6391 -3.5403 2.8213 -0.542
```

Computed properties:
- charge = 0
- E (Ha) = -3698.45192
- highest occupied orbital energy (Ha) = -0.217
- HOMO-LUMO gap (eV) = 5.40
- molecular weight (g/mol) = 491.538



Record 2
Below is C12H29ClFeNO11 as an isolated structure in a non-equilibrium geometry, with properties calculated with ωB97M-V/def2-TZVPD.

XYZ file:
```
55
Properties=species:S:1:pos:R:3:lowdin_charge:R:1
Fe 2.2647 2.1563 -1.6460 0.667
Cl -0.2109 -2.3183 3.0632 0.609
O -1.4208 -2.4629 2.2769 -0.387
O 0.3870 -3.6525 3.1370 -0.388
O 0.6536 -1.3691 2.5080 -0.356
O -0.7823 -2.0043 4.3525 -0.410
O -0.6294 -2.4097 -1.9254 -0.386
C -0.6765 -1.1724 -1.2494 -0.472
C 0.5697 -0.2635 -1.0557 -0.350
O 1.3464 0.2497 -2.1574 -0.383
H -1.1260 -1.2699 -0.2612 0.051
H -1.5082 -0.5939 -1.6516 0.047
H 1.2714 -0.7663 -0.3902 0.070
H 0.1482 0.5256 -0.4329 0.047
N -4.6224 -0.7214 2.2903 0.063
C -3.5960 -0.4736 1.4910 -0.153
C -2.7293 0.6291 1.5555 -0.042
C -2.9835 1.6334 2.5185 -0.074
C -4.0584 1.3631 3.3785 -0.113
C -4.8874 0.2507 3.2139 -0.156
H -3.4023 -1.2151 0.7300 0.107
H -1.9541 0.7883 0.8206 0.069
H -2.3034 2.4677 2.6062 0.086
H -4.1606 2.0511 4.2047 0.077
H -5.7668 0.0953 3.8213 0.081
C 5.4637 1.9200 -2.4091 -0.185
O 4.1920 1.4271 -2.1069 -0.223
H 6.2752 1.7727 -1.6965 0.071
H 5.8175 1.4293 -3.3158 0.077
H 5.3962 2.9875 -2.6191 0.059
H 4.1335 0.4713 -2.1757 0.098
C -3.4417 -2.0140 -4.4123 -0.174
O -2.3697 -2.0791 -5.3390 -0.120
H -3.9890 -1.0947 -4.6208 0.064
H -4.0179 -2.9385 -4.3744 0.071
H -3.0546 -1.7681 -3.4235 0.065
H -2.8178 -1.8469 -6.1556 0.049
C -0.4364 3.3460 -0.1385 -0.121
O 0.3540 3.1546 -1.3398 -0.249
H -1.1909 2.5671 -0.0279 0.065
H 0.0819 3.5597 0.7962 0.059
H -1.0176 4.2532 -0.3035 0.074
H -0.2516 3.2686 -2.0759 0.086
C 2.0610 2.1479 1.6303 -0.125
O 2.8050 1.6959 0.4938 -0.195
H 1.0159 1.8396 1.6577 0.072
H 2.5465 1.7374 2.5156 0.093
H 1.9904 3.2352 1.6020 0.063
H 3.6181 1.3142 0.8326 0.090
C 2.9623 -3.8612 1.1893 -0.210
O 1.8765 -3.4712 0.3720 -0.094
H 2.9114 -4.9230 1.4304 0.072
H 3.9630 -3.7274 0.7785 0.052
H 2.9970 -3.2119 2.0641 0.061
H 2.3030 -2.7089 -0.0264 0.055
```

Computed properties:
- charge = -2
- E (Ha) = -3080.34453
- highest occupied orbital energy (spin up / spin down) (Ha) = 0.028 / 0.029
- ⟨S²⟩ = 8.759
- spin multiplicity = 6
- HOMO-LUMO gap (spin up / spin down) (eV) = 3.41 / 3.22
- molecular weight (g/mol) = 454.658



Record 3
Below is C12H29LiN3O8 as an isolated structure in a non-equilibrium geometry, with properties calculated with ωB97M-V/def2-TZVPD.

XYZ file:
```
53
Properties=species:S:1:pos:R:3:lowdin_charge:R:1
Li -6.0422 3.9649 -4.3385 0.630
C -3.4234 5.2792 -1.0948 -0.041
C -4.6259 5.5522 -2.0413 -0.747
O -5.5028 6.2917 -1.5513 -0.024
O -4.6249 5.0132 -3.1686 -0.127
H -3.6773 5.1277 -0.0457 0.050
H -2.7214 6.1124 -1.1265 0.057
H -2.7763 4.4423 -1.3570 0.042
N -8.6141 5.0082 -5.9853 -0.714
O -7.9994 4.5643 -5.0964 -0.081
O -8.1593 4.9725 -7.1082 -0.024
O -9.5886 5.6502 -5.7082 -0.001
C -10.3181 4.1373 -2.3205 -0.069
C -9.3897 5.2149 -1.7175 -0.400
C -8.2920 4.6025 -0.8779 -0.203
O -7.7443 5.6645 -0.1163 -0.202
C -6.9096 5.3369 0.9427 -0.133
N -8.8391 6.0491 -2.8470 0.061
H -10.8867 3.6142 -1.5516 0.059
H -9.7078 3.3766 -2.8074 0.070
H -10.9819 4.6031 -3.0488 0.074
H -10.0030 5.9128 -1.1475 0.129
H -7.6349 4.0589 -1.5567 0.111
H -8.8801 3.9922 -0.1924 0.119
H -7.5246 4.9635 1.7615 0.074
H -6.3688 6.2407 1.2235 0.091
H -6.2341 4.5667 0.5705 0.074
H -8.3586 5.4412 -3.4949 0.009
H -9.6493 6.2478 -3.4165 0.033
C -6.0562 1.5902 -2.1068 -0.035
O -6.2965 2.0784 -3.4799 -0.243
C -5.7577 1.1884 -4.4697 -0.229
C -5.7166 1.8339 -5.8625 -0.209
N -4.9845 3.0935 -5.8522 -0.108
C -3.5193 2.9701 -5.5917 -0.151
C -2.6519 4.2006 -6.0598 -0.191
O -1.3038 3.8278 -5.8683 -0.186
C -0.5365 4.5499 -4.9365 -0.114
H -6.4202 0.5743 -1.9533 0.087
H -6.5251 2.2449 -1.3722 0.071
H -4.9809 1.7000 -1.9661 0.092
H -6.2222 0.2026 -4.4945 0.123
H -4.7143 0.9489 -4.2644 0.106
H -6.7553 2.0141 -6.1397 0.126
H -5.2264 1.0305 -6.4125 0.117
H -5.1663 3.3918 -6.7999 0.118
H -3.2063 2.1763 -6.2699 0.109
H -3.3326 2.6768 -4.5587 0.118
H -2.9732 5.0438 -5.4482 0.111
H -2.8643 4.5618 -7.0660 0.120
H -0.6434 5.6290 -5.0474 0.082
H 0.5450 4.4751 -5.0497 0.080
H -0.8443 4.3478 -3.9106 0.086
```

Computed properties:
- charge = -1
- E (Ha) = -1248.27358
- highest occupied orbital energy (Ha) = -0.183
- relative energy (zero: lowest compared OMol25 entry of this formula, charge and spin) (eV) = 1.8555
- HOMO-LUMO gap (eV) = 7.39
- molecular weight (g/mol) = 350.318



Record 4
Below is a 3-piece molecular cluster, C12H29N3O7S overall in a non-equilibrium geometry, with properties calculated with ωB97M-V/def2-TZVPD.

XYZ file:
```
52
Properties=species:S:1:pos:R:3:lowdin_charge:R:1
C -5.0985 1.2412 -1.5147 0.001
C -4.4799 -0.2394 -1.3039 -0.342
O -5.2065 -1.2641 -1.3108 0.083
N -3.0026 -0.2970 -1.1447 -0.149
O -2.4489 -1.4394 -1.6772 -0.266
S -2.0229 -1.0121 -3.3061 1.010
O -3.0511 -1.7231 -4.1348 -0.409
O -2.3328 0.6263 -3.5520 -0.288
C -2.5659 -0.0615 0.2488 -0.321
C -1.1042 0.6035 0.4249 0.013
O -3.2105 -0.3663 1.2759 0.083
H -5.8429 1.2871 -2.3714 0.096
H -4.2431 1.9568 -1.7679 0.075
H -5.5296 1.5454 -0.5013 0.095
H -1.5219 1.1109 -3.8223 0.063
H -1.0816 1.3220 1.3216 0.103
H -0.8751 1.2585 -0.4938 0.069
H -0.2977 -0.1953 0.5432 0.085
C -0.3766 -4.2761 4.1696 -0.074
C -0.6622 -3.4613 2.9115 -0.426
C 0.6105 -3.0094 2.1664 -0.203
O 1.2924 -1.9146 2.7735 -0.202
C 2.1364 -2.2740 3.8544 -0.109
N -1.5148 -2.3209 3.2659 0.056
H -0.0490 -3.6549 5.0060 0.064
H -1.2812 -4.7954 4.4980 0.077
H 0.3909 -5.0325 3.9829 0.077
H -1.2248 -4.1088 2.2298 0.137
H 0.3118 -2.6525 1.1744 0.110
H 1.2990 -3.8471 1.9984 0.118
H 2.6057 -3.2507 3.7043 0.091
H 1.5752 -2.2610 4.7906 0.075
H 2.9236 -1.5207 3.9335 0.086
H -1.7847 -1.8360 2.4117 0.038
H -0.9275 -1.6420 3.7518 0.074
C 4.0711 3.4770 -2.8344 -0.074
C 3.9161 2.5637 -1.6219 -0.430
C 2.6877 1.6349 -1.7017 -0.197
O 1.4439 2.2785 -1.4322 -0.208
C 0.8973 2.9838 -2.5331 -0.110
N 3.8945 3.3857 -0.4059 0.038
H 3.3738 4.3175 -2.8181 0.065
H 5.0777 3.9031 -2.8615 0.078
H 3.9198 2.9238 -3.7654 0.078
H 4.8048 1.9242 -1.5852 0.136
H 2.7931 0.8683 -0.9265 0.122
H 2.6463 1.1013 -2.6596 0.118
H 1.1131 2.4921 -3.4868 0.091
H 1.2654 4.0111 -2.5427 0.078
H -0.1876 3.0260 -2.4027 0.078
H 3.8913 2.7704 0.4056 0.073
H 2.9829 3.8429 -0.3641 0.070
```

Computed properties:
- charge = 0
- E (Ha) = -1563.56540
- highest occupied orbital energy (Ha) = -0.335
- HOMO-LUMO gap (eV) = 8.99
- molecular weight (g/mol) = 359.445



Record 5
Below is C12H29N4O7PZn as an isolated structure in a non-equilibrium geometry, with properties calculated with ωB97M-V/def2-TZVPD.

XYZ file:
```
54
Properties=species:S:1:pos:R:3:lowdin_charge:R:1
O -0.0410 0.3724 -5.1782 -0.101
H -0.5946 -0.0544 -5.8402 0.085
Zn 0.0000 0.0000 0.0000 0.492
N 0.3006 1.5243 1.1780 -0.204
N 1.3801 0.9023 -1.0448 -0.122
N -1.0053 -1.0635 1.3205 -0.049
N -0.1533 -1.6531 -1.0495 -0.005
O -0.4073 1.8816 2.3325 -0.281
O -1.4721 -0.6964 2.5975 0.004
O 0.3994 -1.9609 -2.3093 0.019
O 2.1662 0.3304 -2.0537 -0.216
C 1.9270 2.0612 -0.4176 -0.281
C 1.3461 2.3995 0.7575 -0.252
C -1.2487 -2.2687 0.9525 -0.204
C -0.6886 -2.6329 -0.4199 -0.209
C 1.6972 3.5819 1.6556 -0.020
H 1.9600 3.2231 2.6511 0.072
H 0.8382 4.2465 1.7508 0.083
H 2.5347 4.1707 1.2897 0.060
C 3.0730 2.7835 -1.1204 -0.034
H 2.7819 3.0286 -2.1424 0.079
H 3.9475 2.1338 -1.1657 0.069
H 3.3699 3.7085 -0.6324 0.058
C -1.9923 -3.3323 1.7681 0.008
C -0.8211 -4.0743 -0.9252 0.003
H -2.6689 -2.8890 2.4987 0.084
H -1.2867 -3.9591 2.3127 0.089
H -2.6067 -3.9740 1.1375 0.082
H -0.0650 -4.3180 -1.6712 0.082
H -1.7970 -4.2316 -1.3835 0.095
H -0.6952 -4.8008 -0.1229 0.077
H -1.1725 0.2202 2.6879 0.044
H 0.5624 -1.0755 -2.6887 0.067
C -0.8386 0.7564 -4.1231 -0.199
H -0.4123 1.5292 -3.4993 0.084
H -1.3270 -0.0709 -3.6282 0.070
H -1.6810 1.2816 -4.5742 0.077
O -2.0589 1.1152 -0.1435 -0.079
H -1.9567 0.1788 0.2137 0.019
H -1.2932 1.6258 0.2542 0.028
C 1.6214 -0.5395 3.4089 -0.148
P 2.3947 -1.1660 1.8417 0.741
C 4.0374 -0.3548 1.5358 -0.146
C 2.5505 -3.0164 1.8262 -0.157
O 1.5467 -0.8190 0.5754 -0.444
H 2.2964 -0.7837 4.2543 0.056
H 0.6629 -1.0502 3.5935 0.044
H 1.4978 0.5585 3.3689 0.048
H 4.7284 -0.5974 2.3689 0.050
H 4.4625 -0.7262 0.5810 0.068
H 3.9028 0.7447 1.4783 0.056
H 1.5449 -3.4726 1.9345 0.043
H 3.0029 -3.3420 0.8670 0.066
H 3.1959 -3.3387 2.6687 0.052
```

Computed properties:
- charge = 0
- E (Ha) = -3340.75061
- highest occupied orbital energy (spin up / spin down) (Ha) = -0.219 / -0.219
- relative energy (zero: lowest compared OMol25 entry of this formula, charge and spin) (eV) = 0.0000
- HOMO-LUMO gap (spin up / spin down) (eV) = 5.39 / 5.39
- molecular weight (g/mol) = 437.749



Which of these has the highest molecular weight? C12H29Cl2N4O2PS4